1.
Computed, not measured: 2 unconnected molecules or ions with the total composition C3H11NO, with ωB97M-V with the def2-TZVPD basis set.

LUMO in eV: 1.048
SMILES: CCOC.N
Kohn-Sham gap in Ha: 0.38635
Highest occupied orbital energy in hartree: -0.3479

Geometry as ORCA input:
```
! RIJCOSX wB97M-V def2-TZVPD def2/J DEFGRID3
* xyz 0 1
C -1.5396 -0.5140 -0.7462
N -0.9754 0.8638 2.6637
H -1.5892 0.3336 -1.4507
H -1.6057 -1.3929 -1.3829
H -2.3362 -0.4300 -0.0110
H -0.5393 1.6632 3.0959
H -0.6034 -0.0071 3.0142
H -0.8232 0.8569 1.6644
C 0.8328 -0.7805 -0.8223
O -0.3211 -0.4997 -0.0351
C 1.7311 0.4342 -0.9292
H 0.5219 -1.0747 -1.8239
H 1.3511 -1.6049 -0.3252
H 2.6588 0.1388 -1.4140
H 1.9802 0.8177 0.0516
H 1.2572 1.1956 -1.5492
*
```



2.
Computed, not measured: 2 unconnected molecules or ions with the total composition C3H11NO, with ωB97M-V with the def2-TZVPD basis set.

LUMO in eV: 1.009
SMILES: CNC.CO
Kohn-Sham gap in Ha: 0.38039
Highest occupied orbital energy in hartree: -0.3433

Geometry as ORCA input:
```
! RIJCOSX wB97M-V def2-TZVPD def2/J DEFGRID3
* xyz 0 1
C 1.5558 -1.8306 -0.1768
O 0.3449 -1.6579 0.5354
H 1.8134 -2.8789 -0.1968
H 1.5183 -1.2596 -1.1084
H 2.3327 -1.2863 0.3800
C -1.7502 0.5556 -0.3100
N -0.6580 1.1211 0.5045
C 0.3837 1.7446 -0.3074
H -2.6884 0.8381 0.1335
H -1.8274 0.9497 -1.3280
H -1.7223 -0.5336 -0.3272
H -0.0452 -0.7731 0.5445
H -1.0490 1.8131 1.1271
H 1.1430 2.1724 0.3507
H 0.0378 2.5409 -0.9763
H 0.8771 0.9698 -0.8929
*
```



It is 1 that is most stable; the runner-up trails by 11.6 kcal/mol.